Entry 1:
{"formula": "H4SSi", "method": "the ωB97M-V functional and the def2-TZVPD basis", "homo_lumo_gap_ev": 8.6, "de_lowest_kj_mol": 167.66, "homo_energy_ev": -8.94, "spin_multiplicity": 1, "elements": ["H", "Si", "S", "H", "H", "H"], "coordinates": [[-2.167, -1.249, -0.237], [0.764, 0.337, 0.076], [-1.967, 0.139, 0.071], [0.820, 1.362, 1.035], [1.355, 0.545, -1.293], [1.195, -1.134, 0.349]], "forces_ev_per_angstrom": [[0.60, 1.90, 0.39], [-2.57, -3.17, -1.71], [2.32, -1.47, -0.47], [0.39, 0.89, 0.91], [-0.42, 0.43, 0.57], [-0.32, 1.42, 0.31]]}

Entry 2:
{"formula": "C3H6N2O", "method": "the ωB97M-V functional and the def2-TZVPD basis", "homo_lumo_gap_ev": 8.5, "de_lowest_kj_mol": 360.67, "homo_energy_ev": -7.99, "spin_multiplicity": 1, "elements": ["O", "N", "H", "H", "N", "C", "H", "C", "H", "H", "C", "H"], "coordinates": [[0.686, -1.255, -1.068], [1.974, 0.427, -0.228], [2.170, 0.994, 0.580], [-1.473, 0.525, -1.339], [-0.237, 0.211, 0.447], [-1.678, 0.786, -0.288], [2.761, 0.083, -0.757], [-1.543, -0.476, 0.477], [-1.953, -0.556, 1.485], [-1.444, -1.444, -0.017], [0.826, -0.300, -0.339], [-0.089, 1.005, 1.047]], "forces_ev_per_angstrom": [[0.04, 0.44, 0.26], [0.11, -0.06, 0.02], [-0.09, -0.01, -0.14], [-0.07, -0.01, 0.11], [0.05, 0.15, -0.14], [-0.03, -0.26, -0.27], [-0.07, -0.01, 0.12], [-0.10, -0.09, 0.13], [0.07, 0.11, -0.15], [-0.03, 0.13, 0.06], [-0.10, -0.15, -0.25], [0.21, -0.24, 0.24]]}

Entry 3:
{"formula": "C7H10ClFeN", "method": "the ωB97M-V functional and the def2-TZVPD basis", "s2": 6.073, "homo_lumo_gap_ev": [3.5, 4.8], "de_lowest_kj_mol": 0.00, "homo_energy_ev": [3.31, 1.78], "spin_multiplicity": 5, "charge": -2, "elements": ["H", "C", "H", "H", "C", "C", "H", "H", "C", "C", "Fe", "C", "H", "H", "H", "C", "N", "Cl", "H", "H"], "coordinates": [[-0.079, -0.698, -2.419], [1.857, 0.570, 0.450], [0.428, -2.417, -0.360], [1.585, 0.630, -1.727], [-0.584, -0.703, -1.451], [-0.309, -1.610, -0.362], [-1.391, -1.880, 1.607], [1.261, -0.326, 2.614], [1.301, 1.153, -0.807], [-2.128, -0.279, 0.236], [0.061, 0.376, 0.350], [-1.695, 0.111, -1.088], [1.372, 2.251, -0.872], [2.313, 1.347, 1.057], [2.467, -0.329, 0.261], [-1.278, -1.337, 0.682], [0.665, -0.116, 1.788], [-0.692, 2.268, 0.979], [-2.171, 0.869, -1.710], [-2.981, 0.121, 0.771]], "forces_ev_per_angstrom": [[-0.06, 0.13, 0.50], [3.85, 0.60, -1.42], [-0.08, 0.51, 0.09], [0.00, 0.13, 0.08], [-1.14, -1.49, -0.07], [-1.61, -0.57, -0.87], [0.26, 0.20, 0.13], [-0.29, 0.23, -0.80], [3.04, 1.36, -1.17], [0.11, -1.24, -1.16], [-4.99, -0.40, -2.87], [-0.77, -1.18, 0.22], [-0.12, -0.28, -0.13], [0.22, -0.27, 0.43], [0.09, 0.38, 0.39], [-0.99, -0.46, -1.87], [3.33, -2.13, 6.95], [-1.59, 4.36, 1.21], [0.39, -0.04, 0.32], [0.34, 0.17, 0.04]]}

Entry 4:
{"formula": "C15H13F2NO2", "method": "the ωB97M-V functional and the def2-TZVPD basis", "homo_lumo_gap_ev": 5.2, "de_lowest_kj_mol": 588.20, "homo_energy_ev": -7.47, "spin_multiplicity": 1, "elements": ["F", "C", "H", "H", "O", "C", "C", "C", "H", "C", "C", "H", "H", "N", "C", "O", "C", "H", "C", "H", "C", "H", "C", "C", "C", "F", "H", "C", "H", "H", "H", "C", "H"], "coordinates": [[-6.452, 2.653, -1.972], [-5.882, 2.641, -0.726], [-6.831, 0.781, -0.178], [-4.841, 4.501, -1.059], [-2.704, 0.583, -0.395], [-1.725, 3.248, 5.832], [-5.430, 1.484, 1.312], [-1.149, 4.433, 5.371], [-1.005, 5.911, 3.808], [-0.743, 0.783, 2.555], [-2.917, 3.062, 3.681], [-2.635, 4.768, 2.364], [-0.030, 0.049, 2.146], [-2.171, 0.389, 0.724], [-1.462, 4.979, 4.133], [-2.200, -0.748, 1.305], [-3.707, 2.194, 2.865], [-3.131, 1.699, 5.369], [-1.512, 1.320, 1.449], [-1.461, 2.856, 6.812], [-2.359, 4.311, 3.308], [-3.928, 1.220, 3.320], [-5.005, 3.666, -0.384], [-4.333, 3.599, 0.833], [-4.451, 2.467, 1.683], [-0.192, 5.049, 6.138], [-0.204, 1.585, 3.062], [-6.127, 1.555, 0.119], [-1.321, 2.287, 0.994], [-5.623, 0.658, 2.002], [-3.700, 4.431, 1.122], [-2.619, 2.594, 5.003], [-1.384, 0.262, 3.283]], "forces_ev_per_angstrom": [[0.34, 0.10, 1.22], [0.07, -0.57, -0.55], [0.15, 0.19, 0.05], [-0.12, -0.17, 0.09], [0.40, 0.46, 1.21], [0.13, 0.51, -0.09], [0.70, 0.25, 0.15], [0.69, -0.16, 0.36], [-0.07, -0.17, 0.16], [0.81, -0.02, 0.90], [0.69, 0.41, 1.42], [0.42, -0.13, 0.32], [-0.05, 0.09, 0.42], [-0.82, -2.44, -0.26], [-0.26, -0.09, -0.08], [-0.64, 0.72, -1.31], [0.71, -0.36, -0.90], [0.35, 0.22, -0.22], [-1.02, 1.71, 0.38], [-0.09, 0.14, -0.19], [-0.11, -0.23, 0.22], [0.12, 0.37, -0.19], [0.01, -0.04, 0.46], [-0.14, -0.30, -0.07], [-1.34, -0.22, -0.78], [-0.97, -0.49, -0.61], [0.09, -0.02, 0.01], [-0.03, 0.51, -0.33], [-0.18, -0.24, -0.09], [0.18, 0.19, -0.36], [-0.17, -0.30, -0.40], [-0.16, -0.02, -0.73], [0.34, 0.09, -0.21]]}

Entry 5:
{"formula": "C9H11N2", "method": "the ωB97M-V functional and the def2-TZVPD basis", "homo_lumo_gap_ev": [5.1, 5.1], "de_lowest_kj_mol": 791.91, "homo_energy_ev": [-10.25, -10.25], "spin_multiplicity": 1, "charge": 1, "elements": ["H", "H", "H", "H", "C", "H", "H", "C", "N", "C", "C", "C", "H", "H", "H", "N", "C", "C", "H", "H", "C", "C"], "coordinates": [[4.165, -1.552, -0.987], [-1.836, 2.602, 0.101], [2.536, -0.344, 1.339], [-3.713, 1.890, 0.882], [1.023, 0.865, -0.436], [4.876, -0.933, 0.521], [3.847, -2.332, 0.588], [-1.377, 1.634, -0.035], [-2.905, -1.583, -0.140], [-3.660, 1.070, 0.168], [2.089, 0.086, -0.689], [-3.398, -2.649, -0.189], [-4.059, 1.407, -0.790], [0.384, 2.722, -0.125], [2.379, -0.078, -1.721], [-2.271, 0.621, -0.006], [2.829, -0.514, 0.312], [0.032, 1.689, -0.206], [-4.270, 0.247, 0.533], [-3.893, -3.571, -0.234], [3.983, -1.379, 0.071], [-2.020, -0.666, -0.148]], "forces_ev_per_angstrom": [[0.00, 0.01, 0.02], [0.05, -0.14, 0.03], [-0.10, 0.09, 0.13], [0.11, -0.07, -0.03], [-1.24, 0.24, 0.71], [-0.02, 0.05, 0.07], [-0.03, 0.00, 0.05], [0.20, 1.07, 0.10], [-2.22, -3.59, -0.07], [-0.74, 0.23, 0.01], [1.02, -0.64, -0.21], [0.68, 2.49, 0.16], [0.10, -0.02, 0.04], [0.20, -0.09, -0.06], [0.11, -0.12, -0.07], [-0.42, -1.10, -0.04], [-0.43, 0.32, -0.37], [-0.46, -0.45, -0.05], [0.11, 0.05, -0.01], [-0.41, -0.71, -0.03], [0.13, -0.13, -0.21], [3.37, 2.52, -0.17]]}

Entry 6:
{"formula": "C5H7N3O3", "method": "the ωB97M-V functional and the def2-TZVPD basis", "homo_lumo_gap_ev": [6.7, 9.0], "de_lowest_kj_mol": 336.73, "homo_energy_ev": [-18.09, -18.75], "spin_multiplicity": 1, "charge": 2, "elements": ["C", "N", "H", "N", "H", "H", "O", "C", "O", "C", "N", "H", "H", "C", "H", "C", "H", "O"], "coordinates": [[0.248, 1.795, 0.164], [1.335, 1.347, -0.243], [-1.406, -2.944, -0.108], [-2.427, -0.555, -0.243], [-0.492, 3.537, -0.073], [2.264, 1.814, -0.170], [-0.532, -2.689, 0.192], [-0.278, -1.419, 0.190], [-4.428, 0.621, -0.107], [1.153, -1.041, 0.454], [-1.197, -0.516, 0.186], [1.329, -0.584, 1.363], [1.658, -1.931, 0.460], [-3.401, 0.150, 0.010], [2.922, -0.172, -0.347], [1.896, -0.059, -0.524], [1.808, -0.127, -1.697], [-0.451, 2.772, 0.493]], "forces_ev_per_angstrom": [[-1.19, -2.38, -0.22], [4.09, 0.19, 0.28], [-0.86, -0.19, -0.11], [2.68, -1.74, -0.42], [0.16, 1.44, -0.78], [-1.03, 1.38, -0.17], [1.11, 0.04, -0.11], [-0.07, -0.31, 0.41], [-0.06, 0.45, 0.67], [-0.64, 1.19, -3.14], [-0.44, 2.07, 0.37], [-0.31, 0.72, 2.33], [1.50, -2.34, -0.02], [-2.02, 0.60, -0.54], [1.58, 0.80, 0.77], [-4.37, -0.98, -2.46], [-0.25, -0.48, 2.33], [0.10, -0.49, 0.80]]}

Entry 7:
{"formula": "C23H15BiF3N3O4S", "method": "the ωB97M-V functional and the def2-TZVPD basis", "homo_lumo_gap_ev": 8.7, "de_lowest_kj_mol": 22.16, "homo_energy_ev": -9.37, "spin_multiplicity": 1, "elements": ["C", "F", "H", "H", "C", "C", "C", "C", "C", "F", "C", "N", "H", "C", "Bi", "H", "H", "S", "H", "C", "H", "C", "C", "H", "O", "H", "C", "F", "H", "C", "C", "H", "O", "C", "H", "C", "C", "C", "H", "C", "H", "C", "C", "N", "H", "C", "O", "C", "N", "O"], "coordinates": [[-1.246, -1.868, 1.129], [4.273, -2.849, -4.805], [-0.730, 2.076, 2.880], [-0.344, -2.308, 4.369], [3.670, -0.493, -1.421], [-0.434, -1.909, 2.264], [-3.162, 2.253, 0.542], [-1.194, 2.174, 1.906], [2.173, 1.319, -1.556], [2.641, -2.828, -6.231], [-0.708, -1.465, -0.131], [2.524, 0.045, -1.847], [5.477, -0.191, -0.336], [-2.590, -2.234, 1.225], [0.678, -0.503, -3.036], [0.679, 2.374, 0.871], [-4.164, -2.892, 2.523], [-0.023, 2.873, -1.879], [-3.205, -2.224, 0.335], [2.085, -3.259, -3.928], [-4.493, 2.029, 2.791], [-2.317, -2.610, 3.581], [-1.001, 2.476, -0.456], [4.931, 2.186, 0.169], [1.757, -2.538, -2.915], [-3.301, 3.039, 3.613], [-2.376, 2.417, -0.590], [2.908, -1.165, -4.868], [-2.815, 2.531, -1.572], [4.227, 1.582, -0.389], [-3.438, 2.119, 3.042], [-3.154, 1.289, 3.688], [1.851, -4.420, -4.150], [-0.966, -2.275, 3.485], [2.757, 3.157, -0.620], [-0.400, 2.330, 0.786], [4.552, 0.248, -0.676], [-0.249, -1.126, -1.195], [-4.240, 2.222, 0.438], [-2.888, -2.920, 4.856], [0.613, -1.653, 2.176], [2.985, -2.522, -4.981], [-3.124, -2.605, 2.442], [0.972, 1.588, -2.110], [3.836, -1.528, -1.694], [-2.586, 2.163, 1.804], [0.767, 4.030, -1.574], [3.041, 2.134, -0.813], [-3.360, -3.140, 5.881], [-0.888, 2.873, -3.022]], "forces_ev_per_angstrom": [[-0.12, -0.09, 0.12], [-0.09, 0.07, 0.00], [0.00, 0.02, 0.01], [0.00, 0.03, 0.00], [0.06, -0.11, -0.04], [0.01, 0.02, -0.03], [0.04, 0.01, 0.05], [0.06, -0.07, 0.00], [0.45, 0.17, 0.28], [0.06, 0.07, 0.10], [0.07, 0.06, -0.15], [-0.17, 0.40, -0.01], [0.00, 0.00, -0.01], [0.04, 0.01, -0.01], [0.16, -0.71, -0.16], [-0.03, -0.01, 0.07], [0.00, 0.03, 0.00], [0.45, -0.37, -0.08], [-0.01, 0.01, 0.02], [0.29, -0.04, -0.39], [0.00, -0.03, 0.03], [0.11, 0.13, -0.31], [0.01, 0.06, -0.22], [-0.04, 0.02, 0.03], [-0.34, 0.39, 0.12], [-0.04, -0.02, 0.03], [-0.01, 0.00, -0.11], [0.02, -0.04, -0.03], [-0.03, -0.02, 0.04], [-0.03, -0.08, -0.04], [0.07, -0.02, -0.05], [-0.02, -0.05, 0.03], [-0.02, 0.12, 0.12], [-0.07, -0.03, 0.04], [0.07, 0.03, 0.01], [0.13, 0.08, 0.01], [0.01, 0.01, -0.02], [-0.14, 0.02, 0.18], [0.00, 0.02, 0.03], [-0.13, -0.10, 0.28], [-0.01, 0.02, 0.01], [-0.05, -0.21, -0.01], [0.01, 0.00, 0.10], [-0.62, 0.30, 0.01], [-0.01, 0.02, -0.02], [-0.08, 0.01, -0.07], [0.08, 0.03, 0.14], [-0.07, -0.06, -0.01], [0.04, -0.01, -0.06], [-0.14, -0.10, -0.01]]}

Entry 8:
{"formula": "C7H16N2OP", "method": "the ωB97M-V functional and the def2-TZVPD basis", "homo_lumo_gap_ev": 8.7, "de_lowest_kj_mol": 195.58, "smiles": "C=PCN/C(=C\\[NH+](C)C)OC", "homo_energy_ev": -12.03, "spin_multiplicity": 1, "charge": 1, "elements": ["N", "H", "H", "H", "P", "H", "H", "H", "H", "C", "H", "H", "H", "H", "O", "C", "H", "N", "H", "C", "C", "C", "H", "H", "C", "C", "H"], "coordinates": [[-2.003, 0.072, -0.239], [2.793, -3.076, -0.174], [2.285, -2.491, -1.760], [-2.413, -1.083, 1.392], [2.144, 2.131, 0.144], [1.859, -0.596, 1.429], [-1.720, 1.651, -1.763], [1.241, 1.403, 2.324], [-2.609, 2.095, -0.219], [-1.828, 1.523, -0.597], [-1.055, -1.370, -1.479], [2.485, 1.461, -2.004], [-2.822, -0.367, -0.648], [1.403, 0.202, -1.473], [0.876, -2.227, -0.119], [-2.463, -0.051, 1.187], [2.565, -1.286, -0.449], [0.973, -0.323, 1.117], [-3.456, 0.458, 1.287], [2.185, -2.212, -0.629], [1.930, 1.138, -1.186], [-0.849, -0.748, -0.589], [-0.741, 1.735, -0.186], [-1.751, 0.481, 1.864], [0.258, -1.038, 0.170], [0.903, 1.094, 1.296], [-0.188, 1.424, 1.302]], "forces_ev_per_angstrom": [[-0.32, 0.76, 0.86], [-0.95, 1.55, -0.13], [-0.83, 0.86, 1.74], [-0.48, -1.17, 0.55], [-1.97, -1.81, -0.25], [1.05, -1.71, 0.19], [-0.46, -0.44, 2.35], [-0.34, -0.78, -0.72], [-1.19, 1.10, 0.76], [3.99, -0.83, -2.74], [0.34, 0.24, 0.92], [1.15, 0.61, -1.58], [0.20, 0.28, -1.09], [0.15, 1.02, 0.85], [-1.66, 0.04, -0.36], [0.60, 2.20, 0.79], [1.82, 2.33, 0.35], [-2.40, 0.74, -0.71], [0.79, -0.82, -0.12], [0.99, -4.30, -1.78], [-0.19, -0.10, 0.65], [0.01, -1.44, -0.09], [-2.80, 0.19, -1.04], [-0.58, -0.50, -0.59], [1.73, -0.13, 0.08], [-0.49, 2.21, 1.17], [1.84, -0.10, -0.07]]}

Which formula does entry 4 have? C15H13F2NO2